No. 1
{
  "formula": "C23H31BeN4O11S2",
  "method": "ωB97M-V/def2-TZVPD",
  "symbols": ["Be", "C", "C", "O", "O", "H", "H", "H", "O", "C", "N", "C", "H", "H", "H", "H", "H", "N", "C", "C", "C", "C", "C", "H", "H", "H", "H", "H", "N", "C", "C", "C", "C", "C", "H", "H", "H", "H", "H", "N", "C", "C", "C", "C", "C", "H", "H", "H", "H", "H", "C", "C", "O", "S", "O", "O", "O", "H", "H", "H", "H", "C", "C", "O", "S", "O", "O", "O", "H", "H", "H", "H"],
  "xyz": [[-2.99, 1.49, 0.02], [0.90, 0.17, -1.80], [-0.42, 0.59, -1.27], [-0.52, 0.87, -0.09], [-1.37, 0.87, -2.00], [1.52, 1.06, -1.88], [1.01, -0.44, -2.69], [1.29, -0.49, -1.03], [-2.42, 4.99, -5.52], [-1.87, 4.54, -4.58], [-2.08, 5.04, -3.37], [-1.12, 3.29, -4.73], [-2.80, 5.75, -3.33], [-1.81, 4.69, -2.47], [-1.55, 2.38, -5.12], [-0.65, 3.13, -3.76], [-0.37, 3.49, -5.49], [-4.60, 1.34, -2.01], [-4.33, 1.86, -3.27], [-5.10, 1.90, -4.40], [-6.32, 1.21, -4.22], [-6.71, 0.58, -3.04], [-5.81, 0.74, -1.94], [-3.33, 2.28, -3.26], [-4.80, 2.53, -5.23], [-7.06, 1.43, -4.98], [-7.70, 0.15, -2.97], [-6.06, 0.41, -0.94], [-2.32, 1.88, 2.66], [-2.85, 1.35, 3.83], [-2.23, 1.22, 5.08], [-0.86, 1.61, 5.23], [-0.19, 2.13, 4.05], [-1.01, 2.31, 2.87], [-3.89, 1.07, 3.78], [-2.83, 0.97, 5.94], [-0.32, 1.57, 6.16], [0.85, 2.44, 4.08], [-0.44, 2.54, 1.99], [2.09, -3.39, -1.35], [0.74, -3.39, -1.14], [0.07, -4.21, -0.29], [0.84, -4.97, 0.62], [2.23, -4.83, 0.57], [2.85, -4.05, -0.39], [0.07, -3.01, -1.90], [-1.01, -4.18, -0.35], [0.38, -5.65, 1.32], [2.98, -5.22, 1.24], [3.92, -3.88, -0.39], [5.27, -1.51, 1.18], [6.61, -0.67, 1.29], [6.22, 0.35, 0.46], [5.48, -0.16, -0.95], [6.49, -0.38, -1.98], [4.29, 0.67, -1.21], [4.97, -1.57, -0.19], [4.58, -0.91, 1.78], [5.21, -2.51, 1.60], [7.49, -1.21, 0.94], [6.89, -0.16, 2.21], [0.90, -1.42, 2.30], [0.41, -1.31, 3.77], [1.02, -2.34, 4.51], [2.50, -2.64, 3.85], [2.88, -4.06, 3.95], [3.51, -1.72, 4.33], [2.06, -2.25, 2.36], [1.12, -0.48, 1.79], [0.15, -1.96, 1.71], [-0.61, -1.64, 3.95], [0.59, -0.29, 4.09]],
  "mulliken_charge": [0.64, -0.54, 0.65, -0.70, -0.71, 0.28, 0.39, -0.16, -0.61, 0.59, -0.37, -0.81, 0.23, 0.19, 0.28, 0.21, 0.32, -0.09, -0.04, -0.68, -0.22, -0.70, -0.08, 0.37, 0.47, 0.33, 0.38, 0.38, -0.35, -0.21, -0.48, -0.14, -0.56, -0.11, 0.38, 0.39, 0.43, 0.45, 0.31, -0.54, -0.02, -0.61, -0.40, -0.38, -0.26, 0.46, 0.44, 0.41, 0.38, 0.54, -0.11, -0.34, -0.38, 1.02, -0.53, -0.46, -0.24, 0.06, 0.44, 0.27, 0.27, -0.15, -0.02, -0.45, 1.10, -0.60, -0.57, -0.11, 0.18, 0.07, 0.29, 0.16],
  "multiplicity": 2,
  "orbital_gap_ev": [7.057, 7.208],
  "fmax_ev_per_a": 5.1
}

No. 2
{
  "formula": "C7H17NP",
  "method": "ωB97M-V/def2-TZVPD",
  "symbols": ["C", "C", "C", "C", "C", "C", "C", "N", "P", "H", "H", "H", "H", "H", "H", "H", "H", "H", "H", "H", "H", "H", "H", "H", "H", "H"],
  "xyz": [[1.55, -0.60, -1.47], [1.12, -1.12, -0.07], [1.71, 0.92, -1.54], [2.27, -0.71, 0.88], [2.00, 1.45, -0.13], [-1.90, 0.89, 1.11], [-3.85, -1.00, 0.19], [2.22, 0.75, 0.92], [-2.16, -0.27, -0.34], [2.27, -1.20, -2.03], [0.69, -0.99, -2.00], [0.12, -0.69, 0.27], [1.04, -2.26, 0.05], [2.65, 1.23, -2.13], [0.94, 1.48, -1.93], [2.06, -1.14, 1.82], [3.22, -0.97, 0.57], [2.20, 2.53, -0.12], [-1.82, 0.35, 2.10], [-2.80, 1.35, 1.29], [-1.05, 1.57, 1.13], [-3.84, -0.93, 1.23], [-3.96, -2.06, -0.07], [-4.72, -0.46, -0.27], [-2.46, 0.75, -1.26], [2.52, 1.13, 1.81]],
  "mulliken_charge": [-0.77, -0.02, -0.50, -0.80, -0.15, -1.18, -0.94, -0.01, 0.13, 0.44, 0.39, -0.36, 0.39, 0.32, 0.37, 0.45, 0.37, 0.42, 0.35, 0.50, 0.30, 0.32, 0.32, 0.32, 0.03, 0.30],
  "e_above_lowest_kcal_mol": 12.34,
  "total_charge": 1,
  "orbital_gap_ev": 7.419,
  "fmax_ev_per_a": 4.4
}

No. 3
{
  "formula": "C5H9N4",
  "method": "ωB97M-V/def2-TZVPD",
  "symbols": ["H", "N", "C", "N", "N", "C", "N", "C", "C", "C", "H", "H", "H", "H", "H", "H", "H", "H"],
  "xyz": [[-1.63, 2.16, 0.84], [-1.24, 1.46, 0.12], [-1.85, 0.37, 0.00], [-3.00, -0.13, 0.59], [-1.22, -0.61, -0.85], [0.04, -0.46, -1.25], [0.77, 0.58, -1.10], [1.84, 1.12, -0.75], [2.50, 0.45, 0.42], [2.27, -0.81, 0.80], [-3.29, 0.47, 1.34], [-3.22, -1.10, 0.24], [-1.96, -1.24, -1.29], [0.45, -1.20, -1.91], [2.18, 2.00, -1.16], [3.25, 0.96, 0.85], [2.96, -1.32, 1.65], [1.57, -1.47, 0.48]],
  "mulliken_charge": [0.25, -0.53, 0.39, -0.43, -0.20, -0.15, -0.13, -0.10, -0.17, -0.67, 0.25, 0.22, 0.34, 0.51, 0.47, 0.43, 0.22, 0.32],
  "e_above_lowest_kcal_mol": 74.55,
  "smiles": "[H]/N=C(N)/[NH+]=C\\N=C/C=C",
  "total_charge": 1,
  "orbital_gap_ev": 9.273,
  "fmax_ev_per_a": 5.2
}

No. 4
{
  "formula": "C11H13F2N",
  "method": "ωB97M-V/def2-TZVPD",
  "symbols": ["C", "C", "C", "C", "C", "C", "C", "C", "C", "C", "C", "N", "F", "F", "H", "H", "H", "H", "H", "H", "H", "H", "H", "H", "H", "H", "H"],
  "xyz": [[3.64, 0.72, 0.20], [2.98, -0.55, 0.24], [2.93, 1.89, 0.26], [1.63, -0.59, 0.52], [1.57, 1.83, 0.13], [0.83, 0.63, 0.37], [-2.83, -0.39, 1.28], [-2.48, -1.25, 0.14], [-1.34, -0.59, 0.89], [-1.31, 1.74, -0.21], [-0.61, 0.49, 0.38], [-0.40, -0.17, -2.33], [-1.68, 2.60, 0.83], [-2.46, 1.55, -0.86], [4.79, 0.67, 0.31], [3.49, -1.52, 0.30], [3.27, 2.91, 0.12], [1.31, -1.58, 0.60], [1.04, 2.81, 0.05], [-3.47, 0.56, 1.12], [-3.11, -0.87, 2.29], [-2.57, -2.35, 0.25], [-2.59, -0.96, -0.85], [-0.86, -1.23, 1.68], [-0.67, 2.24, -1.01], [-1.01, -0.96, -2.56], [-1.10, 0.61, -2.39]],
  "mulliken_charge": [-0.19, -0.63, -0.90, -0.75, -0.27, 0.97, -0.64, -0.53, 0.05, -0.37, 0.39, -0.48, -0.33, -0.31, 0.26, 0.33, 0.36, 0.36, 0.24, 0.19, 0.24, 0.22, 0.24, 0.56, 0.50, 0.24, 0.23],
  "e_above_lowest_kcal_mol": 95.75,
  "orbital_gap_ev": [8.609, 6.491],
  "fmax_ev_per_a": 4.3
}